<a>
A cluster of 9 separate species, C9H36N6O9 in total, computed with ωB97M-V/def2-TZVPD.

Calculated values
frontier orbital gap = 0.345 Eh
SMILES string = NC(N)=O.NC(N)=O.NC(N)=O.CO.CO.CO.CO.CO.CO

CARTESIAN COORDINATES (ANGSTROEM)
C: -2.465 -1.101 3.759
O: -2.746 0.192 3.237
H: -3.324 -1.733 3.534
H: -1.572 -1.464 3.250
H: -2.251 -1.267 4.815
H: -3.598 0.478 3.572
C: -0.007 -0.222 -1.148
O: 1.030 0.468 -0.513
H: -0.275 -1.135 -0.616
H: -0.858 0.459 -1.170
H: 0.309 -0.298 -2.188
H: 0.821 0.406 0.422
C: 0.038 5.709 1.365
O: -1.181 5.976 1.968
H: 0.834 5.533 2.089
H: -0.089 4.844 0.715
H: 0.394 6.600 0.848
H: -1.624 6.640 1.434
C: -3.927 -5.946 -0.385
O: -3.678 -6.381 0.973
H: -5.011 -5.886 -0.483
H: -3.473 -4.955 -0.402
H: -3.639 -6.625 -1.188
H: -4.488 -6.806 1.266
C: -1.665 -3.553 -6.206
O: -1.830 -3.854 -7.562
H: -2.063 -2.561 -5.994
H: -2.253 -4.244 -5.603
H: -0.620 -3.508 -5.901
H: -2.733 -3.614 -7.785
C: 4.142 3.585 -4.645
O: 3.188 3.746 -3.588
H: 4.680 2.648 -4.500
H: 3.588 3.509 -5.581
H: 4.857 4.397 -4.773
H: 3.109 2.938 -3.076
C: 5.792 -3.342 1.592
O: 6.493 -2.343 1.748
N: 6.108 -4.585 1.565
N: 4.547 -3.131 1.474
H: 5.369 -5.273 1.546
H: 7.039 -4.885 1.820
H: 4.242 -2.217 1.778
H: 3.910 -3.907 1.361
C: 4.132 2.591 3.810
O: 3.772 1.419 3.921
N: 4.856 2.972 2.817
N: 3.988 3.555 4.714
H: 5.028 3.960 2.693
H: 4.892 2.328 2.040
H: 3.211 3.363 5.330
H: 4.308 4.511 4.651
C: -6.486 1.789 -0.598
O: -7.267 2.229 -1.353
N: -6.738 0.543 -0.219
N: -5.275 2.268 -0.304
H: -6.258 0.067 0.531
H: -7.589 0.116 -0.554
H: -4.682 1.832 0.388
H: -5.015 3.163 -0.693

---

<b>
A cluster of 9 separate species, C9H36N6O9 in total, computed with ωB97M-V/def2-TZVPD.

Calculated values
frontier orbital gap = 0.349 Eh
SMILES string = NC(N)=O.NC(N)=O.NC(N)=O.CO.CO.CO.CO.CO.CO

CARTESIAN COORDINATES (ANGSTROEM)
C: 3.225 -3.211 2.490
O: 3.523 -1.919 3.000
H: 2.533 -3.717 3.179
H: 2.780 -3.098 1.501
H: 4.170 -3.721 2.347
H: 4.130 -1.967 3.742
C: 3.548 -1.727 -1.548
O: 3.049 -0.534 -2.156
H: 3.578 -2.565 -2.266
H: 4.526 -1.500 -1.148
H: 2.895 -2.036 -0.732
H: 2.423 -0.141 -1.497
C: 3.150 1.493 2.949
O: 2.776 0.423 2.098
H: 4.155 1.311 3.380
H: 3.229 2.295 2.168
H: 2.428 1.804 3.728
H: 2.996 -0.405 2.569
C: -3.559 -2.734 -3.383
O: -2.995 -2.325 -4.623
H: -2.840 -2.454 -2.579
H: -4.554 -2.261 -3.308
H: -3.643 -3.850 -3.286
H: -3.381 -2.782 -5.408
C: 0.568 1.774 0.254
O: 1.393 0.654 -0.195
H: 1.034 2.714 0.227
H: -0.425 1.920 -0.168
H: 0.409 1.492 1.296
H: 1.904 0.388 0.526
C: -3.549 -0.374 1.223
O: -2.329 -0.286 1.935
H: -3.422 -0.347 0.107
H: -4.059 -1.296 1.512
H: -4.225 0.455 1.504
H: -2.172 0.565 2.332
C: -1.942 3.549 1.657
O: -0.818 3.957 1.432
N: -2.995 3.740 0.757
N: -2.262 2.869 2.877
H: -2.889 4.015 -0.215
H: -3.785 3.092 0.719
H: -3.260 2.818 3.027
H: -1.761 3.135 3.733
C: -0.769 2.167 -3.089
O: -1.788 2.478 -2.480
N: -0.262 0.878 -3.172
N: -0.029 3.129 -3.763
H: 0.667 0.603 -3.419
H: -0.907 0.198 -2.786
H: -0.476 4.018 -3.841
H: 0.473 2.867 -4.607
C: -0.002 -2.410 0.109
O: 0.233 -3.598 -0.150
N: -0.068 -1.429 -0.951
N: -0.116 -1.943 1.413
H: 0.023 -1.842 -1.865
H: 0.481 -0.593 -0.794
H: -0.620 -1.092 1.585
H: -0.399 -2.643 2.052

---

Verdict on stability: <a> comes out at the bottom.

---

<a>
An isolated molecule of C5H12N4O2, computed with ωB97M-V/def2-TZVPD.

Calculated values
frontier orbital gap = 0.375 Eh
SMILES string = C[C@H](NC(=O)CN)C(=O)NN

CARTESIAN COORDINATES (ANGSTROEM)
C: -1.670 -0.977 1.112
C: -0.703 -0.135 0.439
C: 1.399 0.673 1.431
C: 2.093 -0.487 0.796
C: -1.439 0.858 -0.470
H: -2.501 -0.303 1.439
H: -1.335 -1.349 2.047
H: -2.090 -1.736 0.222
H: -0.223 -0.705 -0.332
H: -0.324 1.732 1.342
H: 3.367 -0.566 0.837
H: 1.396 -1.417 0.725
H: 2.274 1.084 -0.750
H: 2.598 -0.264 -1.251
H: -1.714 1.181 -2.550
H: -0.880 -1.447 -1.742
H: 0.210 -0.278 -1.811
N: 0.077 0.696 1.263
N: 1.970 0.134 -0.613
N: -1.622 0.505 -1.828
N: -0.730 -0.486 -2.392
O: 1.989 1.543 2.105
O: -2.145 1.745 -0.022

---

<b>
A cluster of 2 separate species, C5H12N4O2 in total, computed with ωB97M-V/def2-TZVPD.

Calculated values
frontier orbital gap (alpha / beta) = 0.325 / 0.253 Eh

CARTESIAN COORDINATES (ANGSTROEM)
C: 1.991 -0.382 0.865
C: 1.421 -1.653 0.095
C: -0.329 -0.258 0.498
C: -0.305 1.015 -1.926
C: 0.884 1.831 1.287
N: -1.507 0.417 0.432
N: 0.803 0.411 1.036
N: -2.620 -0.092 0.035
N: 0.056 -1.510 0.201
O: -3.694 0.605 0.063
O: -2.678 -1.261 -0.763
H: 2.309 -0.622 1.879
H: 2.760 0.076 0.229
H: 1.709 -1.698 -0.933
H: 1.661 -2.745 0.612
H: -0.067 0.130 -2.355
H: 0.487 1.727 -1.968
H: -1.439 1.319 -2.005
H: -0.195 2.049 1.548
H: 1.544 1.797 2.225
H: 1.274 2.401 0.371
H: -0.493 -2.051 -0.533
H: -3.571 -1.505 -0.893

---

Verdict on stability: <b> comes out at the bottom.

---

<a>
A cluster of 2 separate species, C3H10OS in total, computed with ωB97M-V/def2-TZVPD.

Calculated values
frontier orbital gap = 0.344 Eh
SMILES string = CCS.CO

CARTESIAN COORDINATES (ANGSTROEM)
C: -2.200 0.845 -0.426
O: -2.341 -0.423 0.177
H: -1.411 1.429 0.118
H: -3.090 1.499 -0.393
H: -2.088 0.784 -1.538
H: -3.240 -0.561 0.482
C: 2.146 1.203 -0.562
C: 1.239 -0.009 -0.751
S: 0.818 -0.881 0.835
H: 1.676 2.147 -0.275
H: 2.837 0.933 0.247
H: 2.678 1.468 -1.501
H: 1.846 -0.739 -1.290
H: 0.341 0.225 -1.321
H: -0.466 -1.384 0.691

---

<b>
A cluster of 2 separate species, C3H10OS in total, computed with ωB97M-V/def2-TZVPD.

Calculated values
frontier orbital gap = 0.374 Eh
SMILES string = CCO.CS

CARTESIAN COORDINATES (ANGSTROEM)
O: -0.657 2.860 1.875
C: -1.032 0.536 1.190
C: -0.149 1.526 1.928
H: -0.697 3.124 0.932
H: -2.055 0.560 1.600
H: -0.633 -0.487 1.299
H: -1.077 0.783 0.116
H: -0.107 1.279 3.006
H: 0.885 1.490 1.534
S: -1.927 4.028 -1.649
C: -3.469 3.529 -0.842
H: -1.921 5.304 -1.208
H: -3.638 2.471 -1.104
H: -4.331 4.121 -1.195
H: -3.410 3.615 0.256

---

<c>
A cluster of 2 separate species, C3H10OS in total, computed with ωB97M-V/def2-TZVPD.

Calculated values
frontier orbital gap = 0.362 Eh
SMILES string = CCCS.O

CARTESIAN COORDINATES (ANGSTROEM)
C: 0.819 -1.754 0.074
C: 0.098 -0.347 -0.035
C: -0.611 -0.076 1.270
S: -0.973 1.752 1.706
H: 1.381 -2.049 -0.914
H: 0.049 -2.449 0.255
H: 1.703 -1.787 0.773
H: 0.563 0.483 -0.448
H: -0.697 -0.611 -0.762
H: -0.250 -0.435 2.252
H: -1.647 -0.741 1.356
H: 0.187 2.076 0.970
H: 0.178 1.464 -2.657
H: -0.777 2.101 -1.590
O: -0.023 2.373 -2.249

---

Verdict on stability: <c> comes out at the bottom.